1.
Here is 12 unconnected molecules or ions with the total composition C46H96O16S2 at a distorted geometry from the OMol25 dataset. Energies are from the ωB97M-V functional and the def2-TZVPD basis.

Values from the calculation:
SMILES = CCOS(C)(=O)=O.CCOS(C)(=O)=O.C1CCOC1.C1CCOC1.C1CCOC1.C1CCOC1.C1CCOC1.C1CCOC1.C1CCOC1.C1CCOC1.C1CCOC1.C1CCOC1
HOMO energy = -9.50 eV
Kohn-Sham gap = 9.42 eV
DFT total energy = -3810.13807 hartree
Charge = 0
LUMO = -0.08 eV

Atoms and positions in Å:
C 3.443 -1.381 -9.084
C 2.493 -2.224 -8.237
C 2.971 -2.260 -6.826
O 3.884 -1.154 -6.748
C 4.503 -1.073 -8.010
H 2.907 -0.557 -9.555
H 3.900 -2.002 -9.855
H 2.461 -3.223 -8.671
H 1.479 -1.827 -8.300
H 3.405 -3.188 -6.453
H 2.176 -2.002 -6.127
H 5.321 -1.793 -8.023
H 4.903 -0.063 -8.102
C -7.487 1.292 3.387
C -7.586 2.453 2.449
C -8.158 1.803 1.232
O -7.538 0.499 1.252
C -7.070 0.106 2.505
H -8.339 0.967 3.985
H -6.786 1.413 4.213
H -6.623 2.939 2.294
H -8.295 3.199 2.809
H -7.990 2.294 0.274
H -9.238 1.733 1.363
H -5.995 -0.063 2.455
H -7.619 -0.759 2.878
C 3.122 -10.215 -5.034
C 2.909 -10.412 -6.514
C 2.160 -9.158 -6.918
O 1.367 -8.775 -5.786
C 1.990 -9.242 -4.608
H 4.102 -9.776 -4.848
H 3.099 -11.188 -4.544
H 2.284 -11.255 -6.805
H 3.838 -10.466 -7.083
H 1.561 -9.242 -7.824
H 2.940 -8.453 -7.204
H 1.225 -9.658 -3.953
H 2.582 -8.446 -4.158
C -2.423 -1.486 8.090
C -3.180 -0.530 8.946
C -2.353 0.755 8.898
O -1.874 0.650 7.572
C -1.761 -0.632 6.986
H -3.067 -2.250 7.655
H -1.651 -2.017 8.648
H -3.407 -0.970 9.917
H -4.169 -0.353 8.523
H -1.617 0.673 9.698
H -3.041 1.600 8.932
H -0.714 -0.893 6.832
H -2.417 -0.718 6.120
C -7.949 3.185 -7.489
C -8.275 2.691 -8.862
C -7.086 1.860 -9.371
O -6.523 1.336 -8.166
C -7.253 1.785 -7.005
H -8.736 3.434 -6.777
H -7.276 4.042 -7.475
H -8.564 3.585 -9.414
H -9.202 2.130 -8.748
H -6.359 2.575 -9.757
H -7.384 1.093 -10.087
H -6.640 1.917 -6.114
H -8.015 1.047 -6.755
C 8.074 -4.770 1.817
C 7.451 -4.710 3.159
C 7.358 -6.101 3.684
O 7.345 -6.926 2.510
C 7.497 -6.120 1.324
H 9.162 -4.754 1.867
H 7.917 -4.003 1.060
H 6.392 -4.470 3.059
H 7.960 -4.035 3.846
H 6.430 -6.341 4.202
H 8.203 -6.337 4.332
H 6.536 -5.937 0.842
H 8.222 -6.584 0.656
C -1.434 5.831 4.295
C -2.367 6.266 5.373
C -1.492 6.949 6.373
O -0.491 7.564 5.581
C -0.499 7.032 4.247
H -1.913 5.555 3.356
H -0.783 4.995 4.552
H -2.888 5.416 5.813
H -3.175 6.898 5.005
H -1.051 6.234 7.068
H -1.973 7.704 6.996
H 0.487 6.738 3.888
H -0.945 7.677 3.490
C 5.460 2.021 6.334
C 5.492 2.638 4.994
C 5.538 4.089 5.387
O 6.478 4.135 6.499
C 6.421 2.853 7.177
H 5.741 0.969 6.377
H 4.447 2.126 6.723
H 4.605 2.441 4.393
H 6.374 2.328 4.432
H 4.542 4.417 5.685
H 5.863 4.772 4.602
H 6.014 2.940 8.185
H 7.386 2.347 7.204
C -3.567 7.820 -3.971
C -2.950 9.108 -3.446
C -3.272 9.037 -1.948
O -4.438 8.293 -1.857
C -4.831 7.778 -3.116
H -2.920 6.973 -3.743
H -3.915 7.842 -5.004
H -3.298 10.023 -3.926
H -1.902 9.251 -3.706
H -3.436 10.015 -1.494
H -2.397 8.577 -1.490
H -5.594 8.490 -3.430
H -5.318 6.818 -2.943
C 4.860 4.323 -3.212
C 3.371 4.416 -3.305
C 2.938 5.364 -2.158
O 3.794 4.810 -1.160
C 5.098 4.495 -1.686
H 5.286 5.157 -3.770
H 5.217 3.348 -3.545
H 2.874 3.448 -3.231
H 3.193 4.840 -4.293
H 1.877 5.353 -1.912
H 3.132 6.426 -2.310
H 5.488 3.576 -1.248
H 5.822 5.292 -1.517
O 0.610 -7.620 4.992
S 0.230 -8.593 4.004
O 0.253 -9.997 4.237
O -1.333 -8.163 3.557
C -1.664 -6.788 3.302
C -3.120 -6.612 3.659
C 1.028 -8.131 2.451
H -1.556 -6.480 2.263
H -0.997 -6.157 3.889
H -3.343 -6.892 4.689
H -3.661 -7.260 2.968
H -3.492 -5.618 3.412
H 0.316 -8.215 1.630
H 1.769 -8.915 2.294
H 1.473 -7.138 2.381
O 1.150 -1.737 1.424
S 1.248 -1.707 -0.053
O 1.499 -2.896 -0.825
O -0.023 -0.868 -0.731
C -0.599 0.227 -0.001
C -1.614 0.923 -0.885
C 2.641 -0.551 -0.488
H 0.222 0.932 0.134
H -1.005 -0.012 0.982
H -1.167 1.228 -1.831
H -2.047 1.732 -0.296
H -2.419 0.221 -1.103
H 3.584 -0.866 -0.040
H 2.317 0.390 -0.043
H 2.840 -0.502 -1.559

---

2.
Here is 10 unconnected molecules or ions with the total composition C47H101FN9O11 at a distorted geometry from the OMol25 dataset. Energies are from the ωB97M-V functional and the def2-TZVPD basis.

Values from the calculation:
HOMO energy = -2.11 eV
Kohn-Sham gap = 3.39 eV
Energy above the lowest of the compared OMol25 structures with the same formula, charge and spin = 975.3 kJ/mol
DFT total energy = -3271.31866 hartree
Charge = -1
LUMO = 1.28 eV

Atoms and positions in Å:
C 6.820 -2.590 0.162
C 8.046 -2.353 -0.902
C 8.034 -0.896 -1.653
C 7.063 0.234 -0.926
C 7.584 1.703 -1.533
C 8.447 2.526 -0.397
C 7.461 3.690 0.244
C 6.634 3.079 1.526
C 5.010 3.382 1.487
C 4.172 2.449 0.429
C 3.834 3.165 -1.006
C 2.520 4.164 -0.982
C 2.809 5.212 -2.253
C 3.167 4.417 -3.661
F 4.634 4.489 -3.993
C 1.141 3.392 -1.416
C 0.429 2.517 -0.224
C -0.824 1.690 -0.959
C -1.499 0.544 0.001
O -1.385 -0.745 -0.760
C -2.782 -1.041 -1.167
C -3.608 -2.141 -0.246
O -3.372 -0.436 -2.216
H 6.932 -1.840 1.059
H 6.880 -3.703 0.553
H 5.790 -2.386 -0.373
H 7.987 -3.205 -1.735
H 9.109 -2.479 -0.388
H 7.634 -1.038 -2.745
H 9.121 -0.405 -1.667
H 5.976 0.093 -1.355
H 7.111 0.197 0.245
H 8.340 1.488 -2.429
H 6.709 2.336 -1.993
H 8.833 1.801 0.446
H 9.393 2.974 -0.938
H 8.187 4.530 0.682
H 6.779 4.215 -0.553
H 6.893 1.942 1.639
H 7.042 3.605 2.516
H 4.599 3.099 2.571
H 4.797 4.544 1.373
H 3.144 2.172 0.958
H 4.770 1.451 0.171
H 4.758 3.843 -1.320
H 3.727 2.329 -1.820
H 1.804 5.822 -2.454
H 3.712 5.920 -2.021
H 2.568 4.851 -4.599
H 2.906 3.268 -3.634
H 1.250 2.678 -2.345
H 0.352 4.230 -1.727
H -0.017 3.242 0.608
H 1.114 1.696 0.263
H -0.350 1.173 -1.921
H -1.603 2.475 -1.354
H -2.662 0.803 0.057
H -0.988 0.485 1.053
H -4.375 -1.523 0.408
H -2.811 -2.645 0.481
H -4.122 -2.949 -0.932
C -2.350 -5.165 1.869
O -1.938 -4.211 2.516
N -3.547 -5.816 2.077
C -3.963 -6.940 1.264
C -4.419 -5.362 3.141
H -1.766 -5.591 1.036
H -4.908 -6.691 0.773
H -4.102 -7.811 1.910
H -3.214 -7.173 0.502
H -4.686 -4.316 2.961
H -3.884 -5.431 4.093
H -5.325 -5.972 3.183
C -0.034 -2.825 -5.632
O 0.533 -3.152 -6.667
N -1.203 -2.100 -5.555
C -1.811 -1.753 -4.288
C -1.846 -1.670 -6.780
H 0.369 -3.100 -4.643
H -2.817 -2.182 -4.249
H -1.872 -0.663 -4.211
H -1.224 -2.139 -3.450
H -2.091 -2.550 -7.381
H -1.152 -1.040 -7.344
H -2.758 -1.108 -6.560
C 8.051 0.159 3.964
O 8.477 -0.547 3.059
N 8.785 1.095 4.661
C 8.205 1.893 5.721
C 10.181 1.287 4.325
H 7.003 0.095 4.300
H 8.293 2.950 5.456
H 8.752 1.700 6.649
H 7.150 1.645 5.869
H 10.256 1.585 3.275
H 10.713 0.341 4.462
H 10.628 2.057 4.960
C -8.794 -4.574 3.886
O -8.562 -4.780 5.070
N -8.286 -3.531 3.141
C -8.611 -3.356 1.741
C -7.399 -2.579 3.777
H -9.456 -5.237 3.305
H -7.688 -3.391 1.157
H -9.094 -2.383 1.609
H -9.287 -4.142 1.392
H -6.525 -3.110 4.164
H -7.924 -2.107 4.614
H -7.080 -1.813 3.065
C 4.941 -0.266 -4.493
O 5.825 -0.440 -3.664
N 4.481 -1.213 -5.383
C 3.428 -0.927 -6.334
C 5.068 -2.537 -5.367
H 4.426 0.704 -4.590
H 2.592 -1.608 -6.152
H 3.814 -1.080 -7.346
H 3.078 0.105 -6.236
H 4.925 -2.978 -4.376
H 6.141 -2.453 -5.564
H 4.604 -3.174 -6.124
C -6.283 1.972 -0.032
O -5.684 1.046 0.499
N -5.818 2.722 -1.092
C -6.591 3.804 -1.665
C -4.517 2.419 -1.651
H -7.281 2.287 0.315
H -6.777 3.585 -2.720
H -6.019 4.732 -1.577
H -7.547 3.922 -1.149
H -4.514 1.384 -2.006
H -3.760 2.525 -0.868
H -4.287 3.093 -2.480
C 7.560 6.389 4.874
O 7.662 5.286 5.396
N 6.375 7.013 4.549
C 6.340 8.322 3.931
C 5.124 6.340 4.832
H 8.449 6.988 4.616
H 5.789 9.006 4.583
H 5.832 8.245 2.966
H 7.350 8.712 3.775
H 5.061 6.143 5.906
H 5.104 5.386 4.297
H 4.276 6.955 4.520
C -8.940 -8.737 7.574
O -8.838 -9.840 8.096
N -10.125 -8.113 7.249
C -10.160 -6.804 6.631
C -11.376 -8.786 7.532
H -8.051 -8.138 7.316
H -10.711 -6.120 7.283
H -10.668 -6.882 5.666
H -9.150 -6.415 6.475
H -11.439 -8.983 8.606
H -11.396 -9.740 6.997
H -12.224 -8.171 7.220
C -8.725 2.698 -4.475
O -8.009 3.687 -4.389
N -9.094 2.077 -5.649
C -9.948 0.908 -5.666
C -8.615 2.610 -6.908
H -9.145 2.211 -3.579
H -9.407 0.083 -6.138
H -10.849 1.136 -6.242
H -10.234 0.615 -4.652
H -7.521 2.598 -6.906
H -8.955 3.645 -7.009
H -8.988 2.016 -7.746

---

3.
Here is 6 unconnected molecules or ions with the total composition C47H106F9N3O4P2 at a distorted geometry from the OMol25 dataset. Energies are from the ωB97M-V functional and the def2-TZVPD basis.

Values from the calculation:
HOMO energy = -8.50 eV
Kohn-Sham gap = 4.54 eV
DFT total energy = -3900.49645 hartree
Charge = +2
LUMO = -3.96 eV

Atoms and positions in Å:
C -3.445 -2.822 5.647
O -3.571 -1.723 4.720
O -3.020 -4.008 4.996
C -3.157 -2.404 7.173
F -2.015 -1.739 7.223
F -3.942 -1.497 7.658
F -3.073 -3.377 8.054
C -2.478 -0.867 4.226
C -3.033 -0.028 3.138
H -2.139 0.549 2.905
H -3.376 -0.608 2.282
H -3.763 0.673 3.543
H -1.654 -1.470 3.845
H -2.089 -0.303 5.074
H -4.500 -3.002 5.851
P -0.639 -0.785 -1.055
F -1.440 0.244 -2.081
F -1.311 -0.304 0.458
F -1.848 -1.799 -1.212
F 0.200 -1.855 -0.130
F 0.197 -1.509 -2.297
F 0.540 0.261 -0.958
C 1.920 -2.229 -4.982
C 3.087 -1.475 -4.310
C 3.144 0.045 -4.712
C 2.055 0.860 -4.090
N 2.239 2.397 -4.228
C 1.059 3.110 -3.468
C -0.105 3.207 -4.425
C 0.588 3.738 -5.617
C 1.821 2.796 -5.689
C 3.596 3.104 -3.843
C 3.962 2.982 -2.292
C 5.161 3.873 -1.876
H 1.931 -3.300 -4.781
H 2.212 -2.152 -6.029
H 0.920 -1.799 -4.923
H 3.909 -1.960 -4.837
H 3.038 -1.697 -3.244
H 3.256 0.186 -5.787
H 4.129 0.369 -4.377
H 2.099 0.733 -3.009
H 1.056 0.540 -4.388
H 1.395 4.079 -3.098
H 0.763 2.445 -2.657
H -0.854 3.914 -4.067
H -0.566 2.273 -4.744
H 0.827 4.802 -5.606
H -0.077 3.635 -6.474
H 2.691 3.214 -6.196
H 1.568 1.945 -6.321
H 3.580 4.175 -4.048
H 4.352 2.633 -4.470
H 4.134 1.940 -2.020
H 3.096 3.188 -1.662
H 5.406 3.785 -0.818
H 4.938 4.936 -1.965
H 6.074 3.771 -2.462
C 0.224 4.310 1.823
C 0.108 2.821 1.627
C 0.832 1.850 2.574
C 2.353 1.859 2.278
P 3.187 0.409 3.087
C 2.533 -1.078 2.292
C 3.074 -2.454 2.733
C 4.219 -3.125 1.941
C 3.693 -3.457 0.423
C 2.725 0.269 4.855
C 3.078 1.472 5.720
C 2.226 1.850 6.985
C 1.125 2.905 6.622
C 5.001 0.481 2.813
C 5.470 0.535 1.367
C 6.974 0.376 1.111
C 7.379 0.653 -0.347
H -0.120 4.560 2.827
H -0.428 4.855 1.141
H 1.226 4.732 1.894
H 0.400 2.607 0.599
H -0.955 2.580 1.653
H 0.310 0.898 2.477
H 0.672 2.230 3.582
H 2.809 2.732 2.745
H 2.694 1.976 1.249
H 2.716 -1.049 1.217
H 1.445 -1.118 2.322
H 2.224 -3.095 2.968
H 3.425 -2.429 3.765
H 4.299 -4.042 2.525
H 5.225 -2.708 1.980
H 4.603 -3.844 -0.035
H 3.457 -2.569 -0.163
H 2.983 -4.274 0.552
H 3.158 -0.666 5.210
H 1.646 0.115 4.836
H 3.268 2.356 5.112
H 4.034 1.332 6.224
H 2.813 2.289 7.792
H 1.742 0.990 7.447
H 0.492 3.102 7.487
H 0.487 2.386 5.905
H 1.515 3.855 6.259
H 5.382 -0.368 3.381
H 5.306 1.442 3.226
H 5.165 1.519 1.009
H 4.979 -0.243 0.783
H 7.264 -0.651 1.332
H 7.692 0.877 1.760
H 6.893 -0.084 -0.987
H 8.438 0.416 -0.445
H 7.173 1.592 -0.862
C -0.157 -4.149 1.689
C -1.729 -3.950 1.428
N -2.485 -5.190 0.803
C -2.023 -6.497 1.449
C -4.021 -5.029 1.114
C -4.524 -3.754 0.444
C -2.202 -5.239 -0.759
C -2.801 -6.524 -1.375
O -4.233 -6.556 -1.320
C -4.788 -7.676 -1.814
H 0.624 -4.229 0.933
H -0.080 -5.001 2.365
H 0.197 -3.270 2.227
H -1.928 -3.244 0.621
H -2.180 -3.529 2.326
H -2.771 -7.286 1.528
H -1.981 -6.247 2.509
H -1.077 -6.746 0.968
H -4.035 -4.907 2.197
H -4.697 -5.873 0.978
H -5.535 -3.526 0.781
H -4.524 -3.828 -0.644
H -3.996 -2.833 0.692
H -1.121 -5.243 -0.899
H -2.575 -4.366 -1.294
H -2.262 -7.360 -0.928
H -2.501 -6.586 -2.421
H -5.878 -7.708 -1.810
H -4.441 -8.535 -1.241
H -4.598 -7.841 -2.875
C -4.220 1.080 -0.236
C -4.968 2.324 -0.670
N -4.446 3.036 -1.913
C -5.417 4.267 -2.242
C -2.981 3.654 -1.663
C -3.019 4.978 -0.796
C -4.385 2.002 -3.102
C -4.373 2.442 -4.544
O -3.727 3.651 -4.780
C -3.504 3.966 -6.171
H -4.541 0.212 -0.814
H -4.247 0.840 0.827
H -3.151 1.157 -0.432
H -4.962 3.195 -0.014
H -5.994 2.121 -0.976
H -6.375 3.938 -2.644
H -4.956 4.850 -3.040
H -5.682 4.714 -1.283
H -2.666 4.179 -2.565
H -2.279 2.902 -1.301
H -1.964 5.146 -0.577
H -3.480 5.056 0.189
H -3.296 5.894 -1.318
H -5.253 1.355 -2.973
H -3.481 1.394 -3.071
H -5.377 2.702 -4.881
H -4.007 1.664 -5.213
H -4.309 4.607 -6.528
H -3.458 3.109 -6.843
H -2.642 4.620 -6.309